{"formula": "C5H6OS", "method": "wB97M-V/def2-TZVPD", "elements": ["C", "H", "C", "C", "H", "O", "H", "H", "C", "H", "H", "C", "S"], "coordinates": [[0.47687, -0.88545, 0.97802], [1.57199, -0.82889, -0.84043], [-0.73376, -0.44420, 0.17691], [-1.49011, 0.37966, -0.33807], [1.83960, 0.45702, 0.39564], [0.40940, -1.43936, 2.03894], [2.66069, -0.74840, 2.66476], [-2.64669, 0.61386, -2.15731], [-2.27211, 1.35334, -1.31101], [-3.23544, 1.93147, -0.89160], [-1.41619, 2.00781, -1.76032], [1.76510, -0.69353, 0.20645], [3.07066, -1.70333, 0.83801]], "nbo_charge": [0.535, 0.253, -0.189, 0.087, 0.242, -0.497, 0.142, 0.253, -0.702, 0.260, 0.252, -0.684, 0.048], "e_tot_ha": -667.33118, "de_lowest_kcal_mol": 129.9, "total_charge": 0, "spin_multiplicity": 1, "gap_ha": 0.2909}


{"formula": "C5H6OS2", "method": "wB97M-V/def2-TZVPD", "elements": ["H", "S", "C", "C", "C", "H", "H", "H", "C", "C", "H", "O", "S", "H"], "coordinates": [[0.45158, 0.26977, -2.97536], [-1.45798, 1.95439, 1.35180], [1.03135, -1.07977, 1.08002], [-0.22108, -0.02035, -2.03245], [-0.35471, -0.47352, 1.12415], [-1.11137, -1.02996, 0.51598], [-0.50273, 2.15995, -0.97834], [0.98454, 1.02540, -0.68951], [-0.16052, 1.03509, -0.84626], [-0.64044, 0.88796, 0.54244], [1.25023, -1.34902, 0.00714], [-0.52330, -1.17736, -1.77441], [1.92912, -1.68869, 2.37976], [-0.67470, -0.51389, 2.29503]], "nbo_charge": [0.150, 0.129, -0.226, 0.446, -0.591, 0.289, 0.270, 0.258, -0.618, -0.089, 0.194, -0.521, 0.063, 0.244], "e_tot_ha": -1065.61295, "de_lowest_kcal_mol": 72.7, "total_charge": 0, "spin_multiplicity": 1, "gap_ha": 0.2983, "smiles": "O=CCC(=S)CC=S"}


{"formula": "C5H6OS2", "method": "wB97M-V/def2-TZVPD", "elements": ["O", "S", "C", "S", "H", "H", "H", "H", "C", "C", "C", "H", "C", "H"], "coordinates": [[0.60912, -1.16318, 2.16275], [0.27667, -1.76371, -0.54382], [0.40574, -0.71071, 1.09559], [-1.27592, 1.57436, 0.81289], [-0.40512, 1.48468, -2.69983], [-1.17342, 0.04214, -1.21468], [1.09661, 0.56439, -2.87501], [-1.91826, 0.40911, 1.08557], [0.85277, 0.66597, -0.83835], [-0.19435, -0.30928, -1.38990], [0.36934, 0.85335, -2.23545], [1.92789, 0.29807, -0.89162], [0.33437, 0.86554, 0.63044], [0.98020, 1.34750, 1.41451]], "nbo_charge": [-0.507, 0.173, 0.512, 0.026, 0.241, 0.219, 0.215, 0.133, -0.220, -0.449, -0.355, 0.241, -0.487, 0.259], "e_tot_ha": -1065.61673, "de_lowest_kcal_mol": 70.3, "total_charge": 0, "spin_multiplicity": 1, "gap_ha": 0.3508, "smiles": "O=C1S[C@@H]2C[C@H]2[C@H]1S"}


{"formula": "C5H6S", "method": "wB97M-V/def2-TZVPD", "elements": ["S", "H", "C", "H", "C", "C", "C", "H", "H", "C", "H", "H"], "coordinates": [[0.11709, -2.91031, -1.73639], [-0.06396, 1.74271, 2.26465], [-0.12336, -0.37794, -0.35817], [0.86256, 1.44724, -0.06658], [-0.01226, 0.76428, 1.79198], [-0.03971, 0.92230, 0.26518], [0.36099, -1.23908, -2.43013], [-0.53098, -0.90858, -2.97098], [-0.86056, 0.16890, 2.12570], [0.30423, -1.38335, -0.96172], [0.90178, 0.26522, 2.10285], [-0.91584, 1.50860, -0.02639]], "nbo_charge": [0.245, 0.222, 0.264, 0.232, -0.579, -0.501, -0.449, 0.185, 0.218, -0.289, 0.217, 0.236], "e_tot_ha": -592.07795, "de_lowest_kcal_mol": 121.7, "total_charge": 0, "spin_multiplicity": 1, "gap_ha": [0.2536, 0.2525]}


{"formula": "C5H6S", "method": "wB97M-V/def2-TZVPD", "elements": ["C", "C", "H", "H", "H", "H", "C", "H", "S", "C", "C", "H"], "coordinates": [[0.83289, 1.17782, 0.05405], [-2.36330, 0.00211, -0.76180], [-0.26310, 0.05436, 1.58844], [1.32985, 1.57008, 0.88142], [0.47426, 2.08294, -0.43043], [0.36604, -1.91472, -0.46348], [-1.27950, 0.00322, -0.25813], [-3.25934, -0.11943, -1.33020], [1.99518, -0.00132, -0.76921], [-0.03907, 0.03399, 0.48833], [0.89407, -1.13006, 0.08964], [1.31203, -1.75900, 0.91136]], "nbo_charge": [-0.471, -0.244, 0.238, 0.204, 0.231, 0.223, 0.008, 0.239, 0.193, -0.324, -0.513, 0.217], "e_tot_ha": -592.19812, "de_lowest_kcal_mol": 46.3, "total_charge": 0, "spin_multiplicity": 1, "gap_ha": 0.3549}


{"formula": "C5H6S", "method": "wB97M-V/def2-TZVPD", "elements": ["H", "C", "C", "H", "H", "H", "C", "C", "H", "S", "H", "C"], "coordinates": [[-1.56590, -0.87879, -2.15500], [1.45086, 0.15910, -0.64132], [-1.84335, -0.64155, -1.11390], [-2.94475, -1.11140, -0.69171], [2.10256, -0.42222, 1.25258], [0.52731, 0.11683, -2.46513], [-0.77109, -0.05756, -0.47666], [1.37752, 0.41014, 0.89177], [2.48310, 0.19952, -0.97547], [-0.40035, 0.10921, 1.23399], [1.86860, 1.26248, 1.25903], [0.44183, -0.02243, -1.32125]], "nbo_charge": [0.200, -0.162, -0.420, 0.220, 0.221, 0.243, -0.213, -0.554, 0.206, 0.281, 0.227, -0.249], "e_tot_ha": -592.20013, "de_lowest_kcal_mol": 45.0, "total_charge": 0, "spin_multiplicity": 1, "gap_ha": 0.3312, "smiles": "C=C1C=CCS1"}